[1]
A molecular structure, C9H34B3F3N2O6SV at a distorted geometry. Source: the Open Molecules 2025 dataset; level of theory: wB97M-V/def2-TZVPD.

The strongest force on any atom is 3.21 eV Å⁻¹. The multiplicity is 2. As for the total charge: -2. The calculation puts the total energy at -2640.43024 Ha.

Each line ends with the natural charge from an NBO analysis.
Element x y z (Å)
1 O 14.65 3.40 -30.47  -0.543
2 V 16.19 3.72 -30.50  1.262
3 B 16.34 4.44 -28.31  -0.725
4 H 15.24 4.63 -28.14  -0.002
5 H 16.96 4.58 -27.37  0.022
6 H 16.53 3.40 -28.64  0.060
7 H 16.74 5.13 -29.10  0.005
8 B 16.26 1.10 -30.09  -0.689
9 H 16.93 0.47 -29.43  -0.018
10 H 15.60 1.71 -29.41  0.002
11 H 16.96 1.78 -30.65  0.001
12 H 15.62 0.40 -30.70  -0.017
13 B 18.45 4.22 -31.13  -0.687
14 H 17.54 4.23 -31.77  -0.013
15 H 18.29 3.74 -30.14  0.021
16 H 19.31 3.71 -31.66  0.014
17 H 18.64 5.34 -31.05  -0.024
18 C 17.69 3.03 -34.70  0.730
19 F 17.27 4.28 -34.88  -0.337
20 F 18.01 2.47 -35.87  -0.339
21 F 18.79 3.07 -33.99  -0.302
22 S 16.29 2.09 -33.76  2.324
23 O 16.86 0.82 -33.28  -0.932
24 O 15.96 2.96 -32.63  -0.957
25 O 15.18 2.03 -34.72  -1.002
26 C 12.84 -0.16 -33.35  -0.639
27 C 12.02 1.13 -33.21  -0.056
28 C 12.15 1.93 -31.90  -0.072
29 O 11.67 1.15 -30.80  -0.556
30 C 11.77 1.90 -29.61  -0.247
31 N 12.41 2.02 -34.34  -0.866
32 H 13.76 -0.04 -32.77  0.259
33 H 12.80 -0.43 -34.40  0.194
34 H 12.21 -0.95 -32.92  0.189
35 H 10.94 1.02 -33.34  0.158
36 H 11.46 2.77 -32.00  0.145
37 H 13.11 2.42 -31.74  0.220
38 H 11.07 1.52 -28.86  0.157
39 H 11.45 2.95 -29.74  0.149
40 H 12.80 1.85 -29.27  0.214
41 H 13.43 1.99 -34.33  0.398
42 H 12.23 1.57 -35.24  0.329
43 C 13.76 5.99 -32.83  -0.616
44 C 14.43 6.46 -31.50  -0.041
45 C 13.56 6.28 -30.23  -0.072
46 O 12.36 7.02 -30.34  -0.544
47 C 11.76 7.11 -29.08  -0.245
48 N 15.73 5.87 -31.37  -0.771
49 H 13.09 6.73 -33.28  0.201
50 H 13.23 5.05 -32.68  0.240
51 H 14.56 5.93 -33.56  0.206
52 H 14.52 7.56 -31.49  0.153
53 H 14.15 6.65 -29.39  0.170
54 H 13.33 5.22 -30.14  0.209
55 H 12.33 7.56 -28.26  0.166
56 H 11.31 6.15 -28.80  0.169
57 H 10.86 7.72 -29.21  0.167
58 H 16.20 6.46 -30.70  0.389
59 H 16.23 6.08 -32.22  0.389



[2]
A molecular structure, C22H37GeN3O5RuSSeSi at a distorted geometry. Source: the Open Molecules 2025 dataset; level of theory: wB97M-V/def2-TZVPD.

The strongest force on any atom is 1.62 eV Å⁻¹. The multiplicity is 2. The calculation puts the relative energy (zero: lowest compared OMol25 entry of this formula, charge and spin) at 2.764 eV. As for the total charge: +1.

Each line ends with the Mulliken charge.
Element x y z (Å)
1 Ru -0.73 0.75 0.95  0.289
2 O -0.64 2.96 4.80  -0.498
3 C -0.43 2.86 3.49  0.787
4 O 0.32 2.02 3.02  -0.422
5 C -1.07 4.02 2.74  -0.772
6 O -1.59 3.71 1.47  -0.314
7 C -2.95 3.24 1.45  -0.513
8 C -2.88 1.75 1.72  0.595
9 O -2.31 1.47 2.80  -0.575
10 O -3.17 0.89 0.83  -0.650
11 H -0.19 2.22 5.23  0.400
12 H -1.82 4.48 3.38  0.323
13 H -0.26 4.73 2.57  0.326
14 H -3.53 3.75 2.22  0.513
15 H -3.34 3.46 0.46  0.251
16 C 0.79 -3.95 3.97  -1.008
17 Si -0.21 -4.44 2.47  0.225
18 C -2.04 -4.44 2.83  -1.027
19 C 0.33 -6.10 1.84  -1.119
20 C 0.11 -3.19 1.07  0.205
21 C 0.50 -3.61 -0.19  -0.109
22 C 0.64 -2.71 -1.25  -1.412
23 C 0.40 -1.38 -1.04  -1.136
24 N 0.07 -0.93 0.18  0.728
25 C -0.09 -1.80 1.19  0.398
26 S -0.65 -0.88 2.53  -0.528
27 H 0.78 -4.77 4.69  0.353
28 H 0.39 -3.07 4.46  0.312
29 H 1.83 -3.76 3.70  0.343
30 H -2.27 -5.17 3.61  0.363
31 H -2.61 -4.71 1.94  0.330
32 H -2.38 -3.46 3.18  0.337
33 H 0.20 -6.85 2.63  0.327
34 H 1.39 -6.11 1.56  0.335
35 H -0.26 -6.43 0.98  0.321
36 H 0.68 -4.66 -0.37  0.462
37 H 0.94 -3.04 -2.24  0.510
38 H 0.49 -0.65 -1.82  1.021
39 C 1.09 0.87 -3.68  -0.691
40 Ge 2.75 1.08 -2.67  0.779
41 C 4.05 2.04 -3.75  -1.266
42 C 3.55 -0.59 -2.08  -1.062
43 C 2.43 2.31 -1.15  -1.179
44 Se 1.44 2.10 0.52  0.173
45 C 2.67 0.89 1.40  -0.896
46 H 1.25 0.19 -4.52  0.365
47 H 0.78 1.83 -4.08  0.366
48 H 0.27 0.49 -3.08  -0.075
49 H 4.27 1.50 -4.66  0.380
50 H 4.98 2.16 -3.19  0.374
51 H 3.68 3.03 -4.01  0.368
52 H 3.69 -1.25 -2.94  0.370
53 H 2.95 -1.13 -1.34  0.251
54 H 4.53 -0.39 -1.65  0.369
55 H 2.01 3.22 -1.58  0.467
56 H 3.41 2.58 -0.75  0.501
57 H 2.88 0.06 0.74  0.164
58 H 2.19 0.54 2.31  0.278
59 H 3.58 1.44 1.64  0.461
60 N -3.65 2.09 -4.31  -0.464
61 C -2.91 1.77 -3.23  0.859
62 C -2.89 0.46 -2.72  -1.057
63 C -2.11 0.18 -1.63  -0.449
64 N -1.31 1.08 -1.03  1.471
65 C -1.37 2.35 -1.50  -0.792
66 C -2.13 2.73 -2.57  -1.419
67 H -4.28 1.42 -4.72  0.206
68 H -3.73 3.04 -4.62  0.206
69 H -3.49 -0.32 -3.15  0.388
70 H -2.12 -0.81 -1.20  0.579
71 H -0.78 3.08 -0.97  0.540
72 H -2.12 3.76 -2.89  0.464



[3]
13 unconnected molecules or ions with the total composition C72H161N8O18 at a distorted geometry. Source: the Open Molecules 2025 dataset; level of theory: wB97M-V/def2-TZVPD.

The strongest force on any atom is 9.34 eV Å⁻¹. As for the total charge: +3. The calculation puts the total energy at -4631.12318 Ha.

Each line ends with the Mulliken charge.
Element x y z (Å)
1 C -10.09 11.63 -9.70  -1.183
2 C -10.35 12.55 -10.93  -0.839
3 C -11.49 13.57 -10.67  -0.784
4 C -11.31 14.49 -9.43  -1.048
5 N -11.82 15.89 -9.56  0.463
6 C -11.44 16.69 -8.30  -0.557
7 C -9.94 16.97 -8.31  -0.909
8 C -9.65 17.03 -9.77  -0.676
9 C -10.88 16.64 -10.57  -0.157
10 C -13.24 16.04 -10.03  -0.003
11 C -14.35 15.59 -9.02  -0.592
12 C -15.74 16.05 -9.27  -1.030
13 H -9.37 12.03 -8.99  0.306
14 H -9.66 10.68 -10.03  0.383
15 H -11.00 11.36 -9.18  0.309
16 H -10.50 11.94 -11.82  0.431
17 H -9.43 13.11 -11.10  0.306
18 H -12.36 12.92 -10.53  0.485
19 H -11.82 13.98 -11.63  0.522
20 H -10.33 14.52 -8.94  0.633
21 H -12.00 14.00 -8.74  0.433
22 H -12.00 17.62 -8.36  0.433
23 H -11.92 16.06 -7.55  0.521
24 H -9.82 17.92 -7.78  0.386
25 H -9.31 16.33 -7.68  0.360
26 H -9.31 18.05 -9.93  0.447
27 H -8.82 16.36 -10.00  0.304
28 H -11.42 17.57 -10.73  -0.049
29 H -10.71 16.26 -11.57  0.533
30 H -13.50 15.66 -11.01  0.472
31 H -13.33 17.13 -9.97  -0.285
32 H -14.13 15.76 -7.97  0.300
33 H -14.42 14.50 -9.07  0.276
34 H -15.65 17.13 -9.37  0.260
35 H -16.37 15.75 -8.44  0.429
36 H -16.25 15.71 -10.18  0.040
37 C -27.98 16.97 -10.62  -1.166
38 C -27.44 17.92 -9.58  -0.562
39 C -25.92 17.77 -9.38  -0.454
40 C -25.26 18.39 -10.64  -0.936
41 N -23.79 17.87 -10.81  0.710
42 C -23.20 18.38 -12.14  -1.501
43 C -22.26 17.35 -12.62  1.568
44 C -22.57 16.08 -11.86  -0.493
45 C -23.76 16.24 -11.00  -0.821
46 C -22.88 18.20 -9.60  -1.221
47 C -22.61 19.73 -9.38  0.655
48 C -21.98 19.84 -7.98  -1.526
49 H -27.68 15.93 -10.46  0.285
50 H -27.68 17.29 -11.62  0.321
51 H -29.06 17.00 -10.49  0.394
52 H -27.90 17.45 -8.72  0.347
53 H -27.81 18.93 -9.80  0.328
54 H -25.70 16.72 -9.21  0.298
55 H -25.58 18.30 -8.50  0.341
56 H -25.27 19.47 -10.48  0.436
57 H -25.84 18.31 -11.56  0.452
58 H -22.88 19.42 -12.04  0.678
59 H -24.07 18.36 -12.79  0.341
60 H -21.30 17.78 -12.35  -1.481
61 H -22.26 17.29 -13.70  0.607
62 H -21.67 15.79 -11.32  0.332
63 H -22.74 15.25 -12.54  0.034
64 H -23.67 15.66 -10.08  0.417
65 H -24.61 16.07 -11.66  0.399
66 H -21.92 17.77 -9.88  0.539
67 H -23.22 17.73 -8.67  0.664
68 H -23.47 20.39 -9.34  0.396
69 H -21.90 20.18 -10.08  -0.541
70 H -21.05 19.29 -7.97  0.270
71 H -22.54 19.36 -7.17  0.439
72 H -21.82 20.86 -7.61  0.361
73 C -15.17 15.62 -17.61  -1.406
74 C -16.17 14.65 -18.37  0.548
75 C -15.87 14.44 -19.80  -0.339
76 C -15.94 15.72 -20.64  -1.341
77 N -15.25 15.59 -21.97  0.444
78 C -15.32 16.90 -22.89  -0.249
79 C -13.89 17.31 -23.09  -0.729
80 C -13.12 16.00 -23.10  -0.564
81 C -13.71 15.37 -21.85  -0.783
82 C -15.89 14.41 -22.76  -1.080
83 C -17.43 14.43 -22.84  0.108
84 C -17.87 13.64 -24.12  -1.567
85 H -15.11 16.61 -18.06  0.197
86 H -14.19 15.15 -17.67  0.422
87 H -15.47 15.97 -16.63  0.370
88 H -17.14 15.14 -18.25  -0.630
89 H -16.46 13.80 -17.76  0.006
90 H -16.61 13.68 -20.06  0.437
91 H -14.96 13.84 -19.69  0.335
92 H -15.50 16.61 -20.19  0.718
93 H -16.92 16.16 -20.82  0.561
94 H -15.90 16.73 -23.80  0.430
95 H -15.88 17.58 -22.24  0.129
96 H -13.86 17.89 -24.01  0.400
97 H -13.63 18.03 -22.31  0.351
98 H -13.31 15.37 -23.98  0.313
99 H -12.04 16.09 -23.00  0.424
100 H -13.55 14.33 -21.59  0.381
101 H -13.56 15.97 -20.95  0.410
102 H -15.51 13.58 -22.17  0.488
103 H -15.38 14.34 -23.73  0.642
104 H -17.85 15.43 -22.82  0.455
105 H -17.89 13.98 -21.96  -0.039
106 H -17.32 13.95 -25.01  0.387
107 H -18.92 13.90 -24.21  0.405
108 H -17.77 12.57 -23.96  0.376
109 C -19.01 23.94 -8.50  -1.062
110 C -20.34 24.34 -9.17  -0.580
111 C -20.14 24.15 -10.65  -0.859
112 C -20.43 22.73 -11.27  -0.215
113 N -19.86 22.56 -12.75  1.071
114 C -20.78 23.37 -13.78  -0.729
115 C -20.91 22.44 -15.00  -0.752
116 C -21.03 21.06 -14.36  0.679
117 C -19.92 21.08 -13.26  0.298
118 C -18.48 23.12 -13.02  -1.468
119 C -17.31 22.30 -12.24  0.666
120 C -15.91 22.63 -12.86  -1.342
121 H -18.17 24.59 -8.73  0.356
122 H -18.77 22.92 -8.80  0.133
123 H -19.02 23.86 -7.41  0.393
124 H -20.47 25.40 -8.97  0.324
125 H -21.27 23.90 -8.79  0.340
126 H -19.12 24.39 -10.98  0.276
127 H -20.76 24.83 -11.24  0.328
128 H -21.49 22.49 -11.37  0.600
129 H -19.90 22.01 -10.64  -0.034
130 H -20.46 24.39 -13.97  0.341
131 H -21.75 23.32 -13.28  0.458
132 H -20.15 22.49 -15.78  0.084
133 H -21.84 22.69 -15.51  0.517
134 H -20.85 20.28 -15.10  -0.740
135 H -22.02 20.79 -13.99  0.365
136 H -18.91 20.89 -13.61  -0.036
137 H -20.11 20.54 -12.34  -0.485
138 H -18.34 24.20 -12.93  0.535
139 H -18.35 22.82 -14.05  0.527
140 H -17.42 21.22 -12.15  -0.210
141 H -17.35 22.63 -11.20  0.235
142 H -15.66 21.85 -13.58  0.208
143 H -15.22 22.61 -12.01  0.365
144 H -15.94 23.66 -13.19  0.399
145 C -22.69 13.95 -17.28  -0.536
146 C -23.78 14.53 -18.21  -1.289
147 C -24.62 13.50 -18.90  -0.910
148 C -25.46 12.60 -17.95  -0.782
149 N -26.93 12.44 -18.49  0.074
150 C -27.75 11.92 -17.32  -0.780
151 C -29.24 12.25 -17.58  -0.597
152 C -29.16 13.55 -18.44  -0.782
153 C -27.67 13.77 -18.62  -0.559
154 C -27.08 11.58 -19.75  -0.635
155 C -26.57 10.14 -19.54  -0.486
156 C -25.79 9.65 -20.77  -1.426
157 H -22.02 13.34 -17.90  0.184
158 H -23.08 13.22 -16.57  0.583
159 H -22.15 14.78 -16.82  -0.154
160 H -23.45 15.34 -18.86  0.556
161 H -24.41 15.16 -17.57  0.321
162 H -24.00 12.76 -19.41  0.374
163 H -25.23 13.95 -19.68  0.684
164 H -25.72 13.15 -17.05  0.475
165 H -25.10 11.59 -17.75  0.524
166 H -27.51 10.87 -17.23  0.527
167 H -27.44 12.41 -16.39  0.465
168 H -29.77 11.48 -18.16  0.309
169 H -29.88 12.44 -16.72  0.372
170 H -29.82 13.55 -19.31  0.349
171 H -29.51 14.44 -17.92  0.382
172 H -27.38 14.19 -19.59  0.465
173 H -27.27 14.47 -17.88  0.377
174 H -26.32 12.05 -20.37  0.500
175 H -28.10 11.56 -20.13  0.482
176 H -27.47 9.53 -19.48  0.451
177 H -25.99 9.99 -18.63  0.332
178 H -26.28 9.93 -21.70  0.346
179 H -25.67 8.56 -20.81  0.403
180 H -24.79 10.09 -20.70  0.328
181 C -18.14 18.33 -18.47  1.842
182 C -18.45 19.54 -19.34  0.090
183 C -19.52 20.54 -18.83  -1.102
184 O -19.59 21.76 -19.55  -0.476
185 C -20.46 22.78 -18.98  -0.727
186 N -17.13 20.35 -19.57  -0.152
187 H -16.22 19.91 -19.55  0.284
188 H -17.12 20.87 -20.44  0.386
189 H -17.18 20.95 -18.76  0.370
190 H -17.50 18.62 -17.64  0.597
191 H -17.80 17.46 -19.03  -1.523
192 H -19.13 18.02 -18.13  -0.934
193 H -18.65 19.40 -20.40  0.368
194 H -19.45 20.72 -17.76  0.364
195 H -20.49 20.06 -18.92  0.617
196 H -19.86 23.52 -18.45  0.304
197 H -21.10 22.47 -18.16  0.283
198 H -21.01 23.23 -19.81  0.348
199 C -18.55 11.74 -16.84  -1.378
200 C -18.63 11.76 -15.29  0.826
201 C -20.00 12.23 -14.84  -0.293
202 O -20.01 12.49 -13.42  -0.288
203 C -21.31 12.55 -12.83  -0.886
204 N -18.37 10.43 -14.68  0.087
205 H -18.52 9.68 -15.34  0.422
206 H -17.42 10.54 -14.34  0.389
207 H -18.88 10.05 -13.90  0.337
208 H -17.51 11.89 -17.12  0.489
209 H -19.33 12.40 -17.23  -0.045
210 H -18.84 10.87 -17.42  0.526
211 H -17.89 12.43 -14.86  -0.186
212 H -20.64 11.39 -15.09  0.615
213 H -20.29 13.10 -15.44  -0.440
214 H -21.39 12.82 -11.78  0.296
215 H -21.59 11.50 -12.91  0.421
216 H -22.05 13.20 -13.30  0.282
217 C -16.74 18.93 -14.69  -1.044
218 C -17.67 18.40 -13.59  0.352
219 C -18.79 17.65 -14.29  -0.089
220 O -18.03 16.57 -14.88  -0.080
221 C -18.93 15.70 -15.64  0.278
222 N -16.77 17.62 -12.60  0.951
223 H -16.36 16.75 -12.89  0.430
224 H -15.99 18.24 -12.38  0.519
225 H -17.36 17.52 -11.79  -0.315
226 H -16.29 18.20 -15.37  -0.192
227 H -15.91 19.47 -14.23  0.387
228 H -17.29 19.57 -15.38  0.239
229 H -18.03 19.13 -12.87  0.077
230 H -19.36 18.30 -14.96  0.094
231 H -19.38 17.27 -13.45  0.141
232 H -19.88 15.52 -15.14  -0.113
233 H -18.53 14.71 -15.85  -0.211
234 H -19.26 16.08 -16.61  0.133
235 O -16.77 13.26 -12.90  -0.121
236 C -15.62 13.85 -12.78  0.419
237 O -14.63 13.25 -12.32  -0.838
238 O -15.60 15.08 -12.95  -0.924
239 H -16.30 12.44 -12.75  0.164
240 O -19.07 17.79 -8.70  -0.690
241 C -18.93 18.34 -9.92  0.596
242 O -19.32 17.57 -10.81  -0.503
243 O -18.54 19.50 -10.07  -0.752
244 H -19.37 17.03 -9.19  0.383
245 O -21.21 17.56 -16.98  0.239
246 C -22.46 18.02 -16.91  0.439
247 O -23.46 17.76 -17.63  -0.759
248 O -22.94 18.91 -16.22  -0.683
249 H -21.17 16.99 -17.75  -0.039
250 O -13.07 19.41 -10.06  -0.427
251 C -13.37 19.64 -11.37  0.531
252 O -14.37 19.21 -11.90  -0.825
253 O -12.49 20.27 -12.03  -0.787
254 H -12.21 19.80 -10.23  0.273
255 O -19.38 14.46 -20.30  -0.445
256 C -19.90 15.63 -20.02  0.403
257 O -19.65 16.61 -20.78  -0.784
258 O -20.61 15.80 -18.98  -0.499
259 H -19.56 13.98 -19.49  0.205